1.
This record from OMol25 describes C31H26N4O5Zr as an isolated structure. The level of theory is ωB97M-V/def2-TZVPD.

For the LUMO energy, the calculation gives -0.12 eV. As for the spin multiplicity: 1. The calculation puts the gap between HOMO and LUMO at 7.49 eV. The energy above the lowest of the compared OMol25 structures with the same formula, charge and spin is 0.0000 eV.

Last column: Löwdin charge in e.
CARTESIAN COORDINATES (ANGSTROEM)
Zr 0.047 0.006 -0.174  1.897
O -0.911 -0.475 -1.952  -0.224
C -2.192 -0.807 -1.905  -0.350
C -2.669 -1.888 -2.660  -0.023
C -3.986 -2.282 -2.563  -0.073
C -4.890 -1.608 -1.736  -0.091
C -4.450 -0.501 -1.044  -0.044
C -3.116 -0.080 -1.121  -0.152
C -2.783 1.216 -0.539  -0.078
N -1.607 1.714 -0.525  -0.060
C -1.410 3.075 -0.037  -0.162
C -0.079 3.164 0.724  -0.167
N 0.161 1.862 1.322  -0.061
C 0.359 1.751 2.576  -0.059
C 0.327 0.481 3.283  -0.156
C 0.932 0.355 4.538  -0.043
C 0.828 -0.817 5.256  -0.092
C 0.058 -1.863 4.737  -0.068
C -0.583 -1.748 3.521  -0.005
C -0.433 -0.584 2.756  -0.342
O -0.993 -0.486 1.561  -0.229
H -1.968 -2.407 -3.300  0.122
H -4.324 -3.133 -3.142  0.107
H -5.918 -1.934 -1.665  0.099
H -5.143 0.073 -0.440  0.112
H -3.628 1.793 -0.146  0.135
H -2.254 3.381 0.591  0.117
H -1.374 3.744 -0.899  0.125
H -0.126 3.946 1.487  0.121
H 0.731 3.400 0.035  0.101
H 0.487 2.654 3.181  0.139
H 1.497 1.191 4.936  0.112
H 1.320 -0.922 6.212  0.098
H -0.038 -2.787 5.294  0.107
H -1.173 -2.555 3.109  0.123
C -1.349 -4.027 -0.486  -0.065
O -0.509 -4.719 0.431  -0.066
C 0.582 -4.141 0.996  -0.209
C 1.240 -4.928 1.922  0.000
C 2.358 -4.484 2.626  -0.088
C 2.835 -3.217 2.393  -0.054
C 2.177 -2.386 1.473  -0.147
C 2.749 -1.092 1.217  -0.038
N 2.172 -0.148 0.562  -0.099
N 2.989 0.964 0.299  0.098
C 2.461 1.625 -0.678  -0.467
O 1.341 1.274 -1.261  -0.207
C 3.110 2.869 -1.165  -0.163
C 2.610 3.502 -2.297  -0.027
C 3.195 4.676 -2.752  -0.078
C 4.272 5.224 -2.071  -0.090
C 4.771 4.593 -0.938  -0.081
C 4.196 3.418 -0.486  -0.030
C 1.045 -2.824 0.752  -0.253
O 0.459 -2.035 -0.124  -0.235
H -0.795 -3.662 -1.348  0.086
H -1.855 -3.191 -0.006  0.090
H -2.085 -4.767 -0.796  0.095
H 0.841 -5.922 2.089  0.121
H 2.840 -5.138 3.340  0.100
H 3.706 -2.839 2.914  0.110
H 3.761 -0.892 1.567  0.136
H 1.768 3.063 -2.815  0.116
H 2.809 5.160 -3.639  0.102
H 4.726 6.143 -2.420  0.101
H 5.613 5.017 -0.405  0.101
H 4.578 2.912 0.391  0.107

=====

2.
This record from OMol25 describes C26H35BF4MnN2O6 as an isolated structure. The level of theory is ωB97M-V/def2-TZVPD.

For the LUMO energy (alpha / beta), the calculation gives -4.75 / -3.24 eV. As for the spin multiplicity: 5. The calculation puts the gap between HOMO and LUMO (alpha / beta) at 6.53 / 8.04 eV. The charge is +1. As for the expectation value of S²: 6.1193.

Last column: Löwdin charge in e.
CARTESIAN COORDINATES (ANGSTROEM)
Mn 0.624 -0.164 0.217  1.152
C 4.979 2.787 0.312  -0.013
N 3.615 2.661 0.814  -0.113
C 2.778 3.853 0.745  0.001
C 3.071 1.481 1.082  -0.407
O 1.885 1.336 1.410  -0.006
C 3.933 0.229 0.977  -0.096
O 3.122 -0.906 1.188  -0.128
C 2.943 -1.303 2.520  -0.095
C 1.482 -1.245 2.967  -0.356
O 0.573 -0.851 2.221  -0.024
N 1.206 -1.656 4.206  -0.122
C 2.179 -2.236 5.124  -0.017
C -0.174 -1.680 4.678  -0.005
H 5.326 3.798 0.510  0.098
H 5.020 2.606 -0.764  0.110
H 5.652 2.102 0.821  0.089
H 3.223 4.644 1.348  0.098
H 1.788 3.615 1.120  0.086
H 2.703 4.187 -0.290  0.108
H 4.755 0.267 1.699  0.139
H 4.359 0.142 -0.021  0.147
H 3.543 -0.694 3.202  0.142
H 3.282 -2.338 2.618  0.149
H 3.199 -2.062 4.806  0.081
H 2.019 -3.312 5.217  0.107
H 2.052 -1.782 6.106  0.101
H -0.790 -1.052 4.044  0.091
H -0.201 -1.304 5.699  0.098
H -0.560 -2.700 4.669  0.104
C 1.633 -3.713 -1.698  0.033
C 0.654 -3.012 -0.819  -0.295
O 1.071 -2.020 -0.198  -0.037
C -0.737 -3.455 -0.718  -0.151
C -1.525 -3.054 0.362  -0.018
C -2.843 -3.464 0.441  -0.052
C -3.382 -4.259 -0.563  -0.051
C -2.604 -4.661 -1.642  -0.051
C -1.278 -4.274 -1.713  -0.003
H 2.641 -3.427 -1.413  0.103
H 1.463 -3.354 -2.719  0.119
H 1.506 -4.793 -1.687  0.099
H -1.099 -2.434 1.139  0.102
H -3.455 -3.162 1.280  0.113
H -4.417 -4.572 -0.504  0.114
H -3.030 -5.278 -2.421  0.113
H -0.674 -4.586 -2.554  0.119
F 2.629 -0.085 -3.265  0.185
B 1.596 0.444 -2.551  -1.187
F 1.170 1.680 -2.952  0.183
F 0.509 -0.454 -2.425  0.119
F 2.060 0.582 -1.129  0.022
C -5.139 3.996 -3.482  -0.033
C -4.158 3.189 -2.681  -0.233
C -4.008 1.827 -2.901  0.008
C -3.105 1.063 -2.177  -0.155
C -3.004 -0.408 -2.491  -0.016
C -2.309 1.716 -1.215  -0.043
C -2.435 3.102 -0.974  -0.165
C -1.619 3.861 0.038  -0.024
C -3.374 3.803 -1.709  0.004
C -1.319 0.944 -0.503  -0.424
O -1.291 -0.324 -0.389  0.000
O -0.275 1.480 0.069  -0.030
H -5.761 3.360 -4.109  0.079
H -4.614 4.699 -4.131  0.092
H -5.788 4.578 -2.827  0.088
H -4.612 1.340 -3.656  0.120
H -3.677 -0.646 -3.311  0.084
H -3.273 -1.023 -1.632  0.082
H -1.989 -0.681 -2.780  0.084
H -1.572 3.355 1.002  0.088
H -2.058 4.845 0.192  0.084
H -0.593 3.993 -0.306  0.087
H -3.495 4.864 -1.525  0.125

=====

3.
This record from OMol25 describes a 2-piece molecular cluster, C10H19N4 overall in a non-equilibrium geometry. The level of theory is ωB97M-V/def2-TZVPD.

For the LUMO energy, the calculation gives -2.51 eV. As for the spin multiplicity: 1. The calculation puts the gap between HOMO and LUMO at 8.98 eV. The charge is +1. The energy above the lowest of the compared OMol25 structures with the same formula, charge and spin is 0.0000 eV.

Last column: Löwdin charge in e.
CARTESIAN COORDINATES (ANGSTROEM)
C 2.296 1.626 1.155  -0.071
C 3.322 0.717 0.893  -0.022
C 1.064 1.234 0.762  -0.095
C 3.152 -0.381 -0.031  -0.002
C 0.782 0.153 0.032  -0.158
C 1.888 -0.736 -0.484  -0.274
C -0.152 0.544 -2.495  -0.021
C -0.725 -1.315 2.027  0.064
C -2.615 -1.356 0.453  -0.058
C -0.599 -0.279 -0.247  -0.269
N 1.708 -1.762 -1.333  0.125
N -2.381 2.179 0.261  0.053
N -0.962 -0.125 -1.503  0.090
N -1.365 -0.808 0.700  -0.088
H 2.505 2.528 1.673  0.106
H 4.335 0.940 1.175  0.104
H 0.208 1.877 1.047  0.125
H 3.945 -0.970 -0.490  0.118
H 0.472 1.286 -2.025  0.102
H 0.609 -0.076 -2.923  0.081
H -0.597 0.890 -3.370  0.084
H 0.271 -0.928 2.053  0.067
H -1.323 -0.909 2.863  0.112
H -0.649 -2.421 1.932  0.115
H -2.692 -1.917 -0.462  0.108
H -2.944 -1.881 1.319  0.102
H -3.364 -0.678 0.395  0.063
H 2.398 -2.481 -1.169  0.115
H 0.743 -2.022 -1.617  0.121
H -2.833 2.036 1.185  0.058
H -2.994 2.636 -0.306  -0.025
H -1.894 -0.440 -1.702  0.141
H -1.607 2.838 0.231  0.027

=====

| no. | energy (a.u.) |
| --- | --- |
| 1 | -1839.40602 |
| 2 | -3148.14330 |
| 3 | -611.20458 |